# C64H69BaIN4O3PS2Te

A structure of composition C64H69BaIN4O3PS2Te at a distorted geometry (ωB97M-V with the def2-TZVPD basis set, the Open Molecules 2025 dataset).

Each line ends with the Löwdin charge.
Positions of all 146 atoms, in Å:
H 1.735 2.404 4.253  0.078
H 3.285 -2.536 5.110  0.068
Te -1.914 -1.587 2.179  1.987
C 0.291 -0.741 4.388  -0.601
H -2.709 -2.869 -3.886  0.093
C -3.385 3.339 0.465  -0.123
C -4.478 -1.313 5.572  -0.066
C -4.750 2.542 -3.671  -0.159
C 3.721 -0.504 2.027  0.026
H -3.806 2.361 0.257  0.039
H -1.247 -5.118 -2.582  0.102
C -0.430 3.667 2.941  -0.342
H 2.283 6.317 1.046  0.103
C 1.154 1.500 4.177  -0.336
C -4.574 -3.394 -0.990  -0.032
C 1.939 4.048 -3.423  -0.095
C -0.318 -2.431 0.017  -0.411
N -2.319 -3.244 1.068  -0.150
C -3.118 -2.155 3.782  -0.431
C 5.521 -2.043 3.669  -0.055
C 3.331 -1.795 2.418  -0.171
H 3.276 3.865 1.145  0.083
H 1.844 2.904 1.596  0.062
C 1.523 0.094 1.185  -0.310
C 0.061 5.506 -1.401  -0.389
H 6.140 -1.706 2.837  0.088
H 0.240 -2.871 4.009  0.066
H -6.552 3.167 -4.687  0.111
H 2.172 -6.033 -3.684  0.095
N -0.513 0.020 3.623  -0.022
H 1.689 -3.190 2.180  0.130
C 0.334 -4.231 -1.405  -0.082
C 2.905 0.425 1.392  -0.066
H -0.381 8.857 -1.132  0.106
H 0.298 1.196 -2.563  0.008
C -0.465 6.773 -1.636  -0.083
H 1.695 -3.005 -0.264  0.115
H -3.336 -0.059 4.236  0.096
S -1.445 4.627 1.973  1.106
H -3.063 -4.285 3.509  0.100
Ba -0.978 -0.222 -0.084  1.896
C 1.039 5.350 -0.411  -0.139
N -1.749 2.093 1.890  0.058
H 3.372 -5.886 -1.510  0.095
H -4.715 -2.324 -0.860  0.080
C 3.510 1.731 0.861  -0.515
H 3.760 4.127 -4.553  0.108
C -0.007 1.308 3.512  -0.326
H 3.510 2.752 -1.061  0.097
C -3.514 -2.679 -3.172  -0.026
C -4.903 4.447 -5.100  -0.027
H -4.868 -0.488 6.153  0.111
C -4.828 -2.620 5.887  -0.062
O -1.258 -3.561 2.019  -0.343
C 4.255 -2.751 3.175  -0.548
H 0.515 -5.448 -3.874  0.082
H -1.256 6.906 -2.364  0.101
H 3.814 -4.509 1.956  0.070
C 2.934 2.938 1.614  -0.034
H 2.618 -3.854 4.130  0.074
H 1.843 -4.292 -3.710  0.093
H 1.524 -7.432 -1.597  0.094
C -1.046 -4.363 -1.836  0.042
N -0.078 -1.628 1.036  -0.531
H -1.093 6.796 -6.032  0.113
H 3.850 1.679 -4.901  0.106
H -4.624 -4.706 5.406  0.111
O -2.485 -1.436 -0.391  -0.691
H -4.331 -3.823 -0.022  0.074
H -5.155 1.633 -3.250  0.082
C -3.539 4.745 -4.867  -0.156
H 5.356 1.826 2.025  0.087
H -3.499 6.316 -6.340  0.119
C -1.796 -2.608 -0.273  -0.602
H -5.457 5.081 -5.781  0.119
H 2.093 0.238 -3.923  0.107
C -4.335 -3.694 5.151  -0.059
C 2.066 -2.184 2.035  0.000
H 5.405 2.670 0.475  0.092
C 3.535 -3.327 4.401  -0.046
H -0.986 -2.281 5.103  0.070
C 3.145 1.818 -0.623  -0.038
C -2.063 -3.596 -1.398  -0.035
C -3.712 -5.103 -2.577  -0.050
C 0.684 -3.190 -0.588  0.070
C 3.029 2.119 -4.348  -0.079
H -3.064 -5.332 -3.425  0.079
C -2.780 3.999 -3.907  -0.186
C -3.624 -1.071 4.502  -0.133
H -5.498 -2.805 6.716  0.111
H 3.152 -4.135 -1.572  0.095
H 4.187 -4.041 4.910  0.092
H 4.743 -0.215 2.223  0.088
H -4.741 -5.166 -2.932  0.088
H -3.420 -1.660 -2.808  0.026
C 4.672 -3.895 2.239  -0.039
S 1.665 0.093 4.961  1.150
C 0.048 -2.150 4.806  -0.073
C 1.326 -5.288 -1.842  -0.546
C -1.594 6.054 -5.424  -0.052
C 0.023 7.871 -0.935  -0.074
H 0.576 -6.657 -0.319  0.098
C -3.473 -3.470 4.086  -0.095
H 1.940 5.114 -3.231  0.104
C 1.197 -1.256 1.455  -0.250
C 2.046 1.314 -3.797  -0.088
C 2.983 3.491 -4.147  -0.068
C -3.463 -3.696 -2.018  -0.512
C -1.456 4.450 -3.598  -0.291
C -2.912 5.773 -5.608  -0.023
I -2.484 1.242 -2.129  1.034
H -3.046 3.764 -0.480  0.030
H 5.501 0.908 0.511  0.092
H -3.569 -5.862 -1.805  0.099
C -0.889 5.417 -4.387  -0.096
H 0.301 4.118 3.593  0.086
C 1.020 7.713 0.016  -0.083
C -0.720 2.348 2.778  -0.346
H 3.284 2.935 2.650  0.083
H 1.387 4.343 -0.204  0.081
H -0.135 -6.920 -1.913  0.083
H -4.468 -2.781 -3.698  0.097
H 2.073 1.759 -0.737  0.051
H 5.399 -4.543 2.735  0.089
H 0.127 5.730 -4.197  0.096
C 0.785 -6.656 -1.391  -0.024
H 6.115 -2.741 4.263  0.090
H 3.610 0.991 -1.166  0.102
H 1.396 8.573 0.554  0.105
C 5.034 1.776 0.982  -0.056
C 1.522 6.444 0.284  -0.086
H 0.688 -2.423 5.643  0.085
H 5.272 -1.186 4.298  0.090
C -5.509 3.386 -4.502  -0.068
H 2.659 -5.052 -0.134  0.077
O 0.574 0.899 0.738  -0.474
H -5.518 -3.828 -1.324  0.088
C -2.226 3.206 1.397  -0.624
C 0.925 3.245 -2.911  -0.372
C 1.466 -5.260 -3.375  -0.024
C 0.996 1.863 -3.072  -0.149
H 5.128 -3.495 1.331  0.092
C -3.456 2.858 -3.397  -0.408
P -0.557 3.910 -2.068  1.046
H -4.143 3.997 0.890  0.087
C 2.707 -5.070 -1.224  -0.051

Values from the calculation:
- E_LUMO (hartree) = -0.1464
- net charge = +1
- HOMO (eV) = -9.69
- energy relative to the best compared isomer or geometry (same formula, charge and spin) (kJ/mol) = 1066.4
- gap between HOMO and LUMO (eV) = 5.71
- F_max (eV Å⁻¹) = 17.2

=====

# C64H69BrO4P2RbSi

A structure of composition C64H69BrO4P2RbSi at a distorted geometry (ωB97M-V with the def2-TZVPD basis set, the Open Molecules 2025 dataset).

Each line ends with the Löwdin charge.
Positions of all 142 atoms, in Å:
C -0.450 3.162 2.055  -0.215
H -4.527 -2.052 -0.812  0.081
C -6.108 -0.273 4.651  -0.115
C -2.758 1.579 -4.804  -0.082
C -0.199 -5.240 3.128  -0.106
H -4.095 2.635 -3.493  0.102
H 0.596 3.207 2.397  0.115
H -5.860 -2.419 0.291  0.059
C 0.410 -3.934 -1.933  -0.070
C 1.716 -2.396 -3.440  -0.086
C -5.068 -2.872 -0.319  -0.095
C -2.544 -4.174 4.172  -0.097
C -2.162 -3.805 2.872  -0.199
C -0.438 1.591 -4.163  -0.106
Rb -0.405 0.192 0.139  0.873
C -4.746 0.006 4.583  -0.099
C -4.093 -3.734 0.510  -0.591
H 2.034 7.565 -1.204  0.098
H -0.736 -0.607 2.745  0.063
H -4.469 3.357 1.360  0.081
Br 3.570 -6.152 -3.548  0.606
H 2.514 -2.740 0.140  0.096
C 3.198 2.402 -1.405  -0.316
H -2.871 -0.488 3.676  0.079
H -5.550 -3.480 -1.100  0.077
H -3.244 2.108 1.637  0.094
H -4.152 6.324 5.977  0.084
H -6.246 -2.827 2.434  0.072
H -7.692 -1.519 3.910  0.092
H 2.157 -1.662 2.440  0.104
C 0.883 4.938 -3.795  -0.078
H -0.604 -4.043 1.393  0.098
C 3.701 1.529 2.279  -0.119
H 1.138 -5.920 -1.835  0.093
H 2.250 2.172 -3.345  0.085
H 1.357 5.300 -0.464  0.094
H -0.018 -6.292 4.998  0.091
O 1.207 0.084 3.076  -0.188
C 5.371 -3.991 -1.180  -0.099
H 3.845 2.772 4.026  0.098
H -5.282 -5.549 0.381  0.077
H 2.800 2.017 1.919  0.088
H 1.955 8.153 -3.608  0.097
P 3.351 -0.016 0.006  1.085
C 1.670 7.160 -3.281  -0.101
C 1.252 6.212 -4.210  -0.087
H 2.839 2.786 -0.441  0.076
C -4.422 -1.779 2.933  -0.187
H -4.652 4.962 2.936  0.117
C 1.713 6.830 -1.934  -0.094
C 2.379 -4.714 -3.125  -0.764
C 5.911 0.193 3.277  -0.089
H -3.587 7.673 4.995  0.080
H 0.712 -5.655 2.715  0.099
H 5.812 -4.936 -1.474  0.087
C -1.775 -5.051 4.938  -0.103
C 2.009 2.000 -2.297  -0.374
C 5.466 -1.586 -1.067  -0.116
H 5.767 -1.046 1.533  0.098
C -3.397 3.167 1.420  -0.011
H 1.227 5.096 3.478  0.085
C 5.380 1.266 3.982  -0.100
C -0.296 -1.587 -2.298  -0.224
C -0.138 -0.111 3.523  -0.234
H 1.686 -2.304 5.185  0.111
O -2.209 -1.557 1.066  -0.491
P 0.491 2.910 -1.792  1.061
H 3.567 -4.893 -0.445  0.103
C -0.608 -5.596 4.412  -0.111
C -4.013 6.669 4.949  -0.048
C -3.067 2.352 -3.692  -0.076
H 3.386 -3.295 -4.396  0.090
H 0.579 1.265 -4.353  0.097
H 0.551 4.209 -4.527  0.102
H 5.814 1.566 4.929  0.096
C 4.232 0.458 1.555  -0.368
H 5.078 1.570 -0.705  0.081
H 0.716 5.380 5.139  0.074
H -1.364 6.267 5.327  0.117
H -2.473 -3.492 -0.947  0.063
C -1.756 5.651 4.521  -0.014
C -0.958 -4.345 2.380  -0.105
H -2.948 3.345 0.443  0.072
C -2.775 4.043 2.480  -0.166
C 4.107 -3.968 -0.608  -0.088
C 6.047 -2.799 -1.415  -0.084
C 1.294 -4.929 -2.256  -0.202
H 1.861 -1.438 -3.935  0.080
C -0.034 -1.003 4.747  -0.139
H -0.565 0.874 3.731  0.116
C 4.198 -1.552 -0.486  -0.394
Si -3.157 -2.618 1.754  0.387
C -6.632 -1.296 3.869  -0.101
H 1.212 6.467 -5.262  0.099
O -1.048 -0.655 -2.145  -0.142
H -2.086 -5.310 5.944  0.091
C -2.058 2.739 -2.820  -0.096
H -2.333 -4.969 0.030  0.068
H -5.631 -4.605 1.840  0.056
C -3.928 -0.734 3.734  -0.093
C 1.337 5.554 -1.521  -0.108
H -0.962 -1.536 4.952  0.103
C -4.829 -4.916 1.159  -0.094
H -0.434 -4.140 -1.284  0.065
C -0.898 4.798 3.846  -0.200
C -0.730 2.365 -3.046  -0.396
C -3.595 4.921 3.186  -0.003
H -3.539 -4.880 -1.263  0.084
C 1.954 -1.118 3.365  -0.164
C 1.101 -1.954 4.335  -0.126
H 0.682 -2.824 3.828  0.086
C 4.275 1.941 3.475  -0.086
C 0.924 4.590 -2.443  -0.349
C -5.799 -2.035 3.026  -0.096
H -4.995 6.733 4.479  0.074
O -0.702 2.466 1.118  -0.205
H -4.324 0.803 5.186  0.093
C 5.345 -0.206 2.069  -0.078
H -4.137 -5.542 1.736  0.075
C -1.443 1.203 -5.038  -0.072
H 6.015 -0.664 -1.240  0.098
C 0.560 4.745 4.269  -0.044
H -6.754 0.303 5.303  0.090
H 2.907 -0.820 3.794  0.108
H 7.030 -2.813 -1.875  0.098
C 4.145 1.225 -1.145  -0.343
H -2.296 3.341 -1.947  0.093
H -1.199 0.587 -5.896  0.107
H -3.462 -3.764 4.595  0.097
H 3.737 3.222 -1.879  0.107
C 0.557 -2.574 -2.519  -0.228
C -3.106 5.733 4.196  -0.257
H 0.241 -0.413 5.625  0.112
C 2.562 -3.445 -3.703  -0.196
H 6.763 -0.348 3.673  0.099
H 0.868 3.731 4.533  0.083
C 3.521 -2.754 -0.270  -0.091
H 4.370 0.720 -2.087  0.084
C -1.406 4.005 2.802  -0.094
H -3.543 1.254 -5.476  0.101
H 1.783 0.933 -2.174  0.056
C -3.043 -4.300 -0.471  -0.104

Values from the calculation:
- E_LUMO (hartree) = 0.0560
- net charge = -1
- HOMO (eV) = -2.08
- energy relative to the best compared isomer or geometry (same formula, charge and spin) (kJ/mol) = 15.1
- gap between HOMO and LUMO (eV) = 3.60
- F_max (eV Å⁻¹) = 1.5

=====

# C64H70ClGe3N4O5OsS4

A structure of composition C64H70ClGe3N4O5OsS4 at a distorted geometry (ωB97M-V with the def2-TZVPD basis set, the Open Molecules 2025 dataset).

Each line ends with the Löwdin charge.
Positions of all 152 atoms, in Å:
C 0.553 3.648 -3.977  -0.010
Ge 1.455 4.453 1.744  0.743
H -1.235 -4.290 3.833  0.116
C 2.651 2.301 -3.777  -0.034
H 4.201 -2.819 1.227  0.100
C -1.654 -4.254 2.833  -0.020
H 4.364 -1.365 -3.661  0.074
H -4.347 -4.101 -1.136  0.078
C -1.732 1.624 4.988  -0.072
H -4.717 1.807 2.158  0.088
H -2.974 0.930 -3.433  0.008
H -3.556 -1.839 3.649  0.090
C 0.317 4.573 3.354  -0.222
Os 1.761 0.830 1.697  0.842
H 3.133 3.276 -3.840  0.079
H 4.033 -1.166 1.665  0.049
C 3.767 -3.189 -2.673  -0.203
H -2.964 1.636 2.268  0.000
C -4.198 0.324 -0.077  -0.229
C -1.376 0.383 7.005  -0.085
H -1.704 -0.492 -4.593  0.088
H 2.772 2.800 0.378  -0.044
C -1.718 0.294 -5.353  -0.043
C 2.040 -2.128 -4.154  -0.218
N 1.877 -3.533 1.772  0.189
C -3.631 2.677 0.520  -0.204
H 1.412 -6.189 -2.014  0.113
C 4.747 -2.078 -2.934  -0.036
H -2.289 5.127 -3.515  0.010
H -3.715 3.205 2.599  0.077
H 2.802 -3.330 -5.746  0.123
C 0.448 1.321 -4.565  -0.212
O 6.493 1.392 5.499  0.115
C 1.624 -4.292 -2.978  -0.218
H 4.315 -7.258 -1.513  0.079
H -1.476 -7.339 2.814  0.078
H -2.918 -4.986 -1.696  0.073
H -2.051 6.035 -1.624  0.070
S -0.559 0.964 1.732  0.219
H -3.304 1.038 6.329  0.102
H -0.101 -6.340 3.294  0.073
C -1.441 5.169 -4.198  -0.044
C -3.524 3.405 -2.156  -0.019
C 4.555 0.916 3.064  -0.531
C 2.357 -2.272 1.872  -0.656
C 2.906 1.256 6.332  -0.560
C -2.241 1.020 6.127  -0.079
C 2.317 -2.394 -5.494  -0.043
C 3.117 5.479 2.125  -0.224
S 2.711 0.191 -0.732  0.241
C -6.005 -1.200 0.383  -0.068
C 2.036 2.697 1.188  -0.429
S -0.781 1.013 -1.807  0.395
C -2.852 -3.056 1.126  -0.163
C 1.188 2.416 -4.108  -0.228
H -2.753 0.583 -5.536  0.074
Ge -1.309 -0.212 0.014  0.101
C -2.501 -1.968 3.390  -0.026
C -3.259 -0.658 0.263  -0.181
H -1.308 -0.132 -6.270  0.078
C 0.252 -4.337 -3.593  -0.036
H 1.125 4.495 -3.613  0.114
H -4.656 1.422 -3.672  0.090
H -1.912 -6.126 0.041  0.114
C -1.500 2.721 -4.757  -0.041
H -3.238 4.739 0.922  0.116
H -1.935 -2.146 4.304  0.077
H 2.363 -4.171 1.167  0.092
H 2.788 1.928 -2.760  0.013
C -3.934 1.069 -2.933  -0.044
C -0.369 1.635 4.751  -0.086
H 0.646 -0.146 7.444  0.087
O 5.556 1.330 7.499  0.050
H 0.872 -3.583 1.727  0.072
H -0.741 5.920 -3.833  0.082
C 0.496 1.047 5.661  -0.178
H 0.033 2.089 3.860  0.002
H -2.154 -1.029 2.961  0.030
H -4.262 0.103 -2.555  0.082
H 4.942 -1.532 -2.011  0.060
H -0.222 -5.300 -3.401  0.075
H -3.584 6.054 -2.511  0.076
C 1.102 0.002 -4.810  -0.217
H -3.544 6.479 -0.796  0.079
C 2.071 -5.345 -2.194  -0.014
H 0.071 5.618 3.545  0.017
C 3.350 -5.350 -1.645  -0.284
H -0.422 4.724 0.028  0.002
C -3.119 5.819 -1.553  -0.064
C 3.714 1.101 4.291  -0.109
H -5.424 -3.136 1.092  0.122
N 1.897 1.123 5.428  -0.045
C 3.841 -6.534 -0.847  -0.058
C -0.770 -6.580 2.469  -0.055
H 3.743 5.529 1.234  0.011
C -0.908 1.476 -4.891  -0.270
H 0.834 4.178 4.229  0.011
C 5.451 1.326 6.294  -0.521
C 2.475 -3.198 -3.206  -0.138
C 1.408 -0.290 -6.137  -0.042
H 3.682 4.963 2.902  0.009
C -5.560 0.041 -0.029  -0.036
H -0.183 -7.020 1.661  0.070
C 0.453 5.330 0.267  -0.209
C -2.326 -3.106 2.423  -0.196
H -6.271 0.804 -0.327  0.123
H 5.193 -4.271 -1.499  0.119
N 3.693 -2.119 1.738  0.191
C 4.107 1.241 5.644  -0.042
H 1.077 5.394 -0.625  0.009
S -0.231 -2.041 -0.775  0.286
H -2.398 2.088 4.273  0.082
H 5.691 -2.489 -3.298  0.083
H 4.578 -6.236 -0.100  0.072
H -2.548 2.839 -5.015  0.116
H 1.179 0.447 -6.898  0.124
H -1.758 -0.134 7.876  0.102
H 3.157 1.606 -4.449  0.082
H 0.128 6.333 0.544  0.014
Cl 2.651 1.558 7.983  0.821
C -3.255 -4.117 -1.131  -0.039
H 6.236 1.274 4.519  0.034
H 2.233 -1.702 -7.520  0.101
C -3.339 4.375 -1.185  -0.253
C -2.707 -4.155 0.269  -0.242
C 1.404 -0.921 -3.793  -0.173
O 3.940 0.613 2.006  -0.209
C -1.497 -5.350 1.995  -0.283
Ge 0.989 -0.436 -1.880  0.070
C -5.084 -2.163 0.755  -0.039
H -3.502 3.683 -3.205  0.097
H -2.910 -3.216 -1.643  0.066
C -2.028 -5.282 0.714  -0.016
H -1.811 5.490 -5.174  0.087
C -0.012 0.383 6.774  -0.052
C -3.805 1.706 -0.478  -0.170
C -3.767 2.312 1.974  -0.052
O 1.596 -1.343 2.196  -0.177
C -3.380 3.990 0.150  -0.009
H 0.303 -4.168 -4.670  0.080
H 2.902 6.493 2.462  0.009
O 5.789 1.007 3.156  0.066
C -3.756 2.073 -1.826  -0.241
C -3.712 -1.914 0.699  -0.203
H -7.065 -1.419 0.420  0.100
C -0.780 3.821 -4.304  -0.255
C 2.004 -1.483 -6.484  -0.067
H -0.376 -3.556 -3.162  0.043
H 3.017 -7.038 -0.340  0.070
H -0.613 4.020 3.212  -0.001
C 4.181 -4.268 -1.894  -0.022
N 2.398 1.040 4.184  0.122

Values from the calculation:
- E_LUMO (hartree) = 0.0782
- net charge = -1
- HOMO (eV) = -4.58
- energy relative to the best compared isomer or geometry (same formula, charge and spin) (kJ/mol) = 0.0
- gap between HOMO and LUMO (eV) = 6.71
- F_max (eV Å⁻¹) = 3.9